61
Properties=species:S:1:pos:R:3:forces:R:3:mulliken_charge:R:1 method="wB97M-V/def2-TZVPD" mol_weight_g_mol=684.814 largest_force_ev_per_a=0.40 energy_ha=-6372.32593 e_homo_ha="-0.2878 / -0.3145" relative_energy_ev=0.000 gap_ev="6.62 / 7.35" multiplicity=3
Pd 0.55597 -0.12548 0.26039 0.0 0.2 0.2 0.73
C -0.28190 2.58535 2.22838 0.0 -0.1 0.0 -0.97
N 0.44292 1.67526 3.07337 0.0 0.1 0.0 0.21
C 1.47265 2.11499 3.99046 0.0 0.0 0.0 -0.61
C 2.10690 0.78966 4.38877 0.0 0.0 0.0 -0.65
N 1.05282 -0.19614 4.08140 0.1 0.1 -0.2 -0.03
C 1.52883 -1.57678 4.12059 -0.1 0.0 0.0 -0.97
C 0.29357 0.34407 3.06958 0.0 -0.1 0.1 0.82
N -0.51405 -0.21501 2.18376 0.0 0.0 0.0 -0.40
C -0.89305 -1.61890 2.27015 0.0 0.0 -0.1 -1.13
C -1.71757 -1.94926 1.03018 0.1 0.0 0.0 -0.66
N -0.84591 -1.78636 -0.13151 -0.1 0.0 -0.1 -0.05
C -1.17604 -2.03078 -1.35750 -0.1 0.0 0.2 0.28
N -0.26373 -1.97278 -2.37039 0.1 0.0 0.0 0.17
C 1.11189 -1.54661 -2.21387 0.0 0.0 0.0 -1.26
C -0.93532 -1.90917 -3.65014 0.0 0.0 0.0 -0.62
C -2.22909 -2.63680 -3.32472 0.0 0.0 0.0 -0.68
N -2.41570 -2.31592 -1.91170 0.0 0.0 0.0 0.17
C -3.45933 -3.06695 -1.23682 0.0 0.0 0.0 -1.10
H -0.36528 3.54467 2.73988 0.0 0.0 0.0 0.41
H -1.27850 2.18312 2.04867 0.0 0.0 0.0 0.27
H 0.22965 2.72404 1.27225 0.0 0.0 0.0 0.14
H 1.01762 2.63770 4.83929 0.0 0.0 0.0 0.38
H 2.18266 2.77578 3.49264 0.0 0.0 0.0 0.36
H 2.38136 0.73654 5.44073 0.0 0.0 0.0 0.39
H 2.98395 0.57890 3.76486 0.0 0.0 0.1 0.29
H 2.22367 -1.64212 4.95623 0.0 0.0 0.0 0.39
H 2.04335 -1.84726 3.19718 0.0 0.0 0.0 0.24
H 0.71301 -2.26601 4.32482 0.0 0.0 0.0 0.36
H -1.48856 -1.80585 3.17017 0.0 0.0 0.0 0.47
H -0.02747 -2.28497 2.27076 0.0 0.0 0.0 0.37
H -2.57638 -1.26626 0.99821 0.0 0.0 0.0 0.24
H -2.09148 -2.97370 1.10661 0.0 0.0 0.0 0.54
H 1.53645 -1.94292 -1.29125 0.0 0.0 0.0 0.43
H 1.22594 -0.45378 -2.22294 0.0 0.0 0.0 0.28
H 1.69647 -1.93522 -3.04658 0.0 0.0 0.0 0.43
H -0.34813 -2.40185 -4.42363 0.0 0.0 0.0 0.36
H -1.12270 -0.87033 -3.95391 0.0 0.0 0.0 0.26
H -2.11363 -3.71925 -3.46298 0.0 0.0 0.0 0.35
H -3.08089 -2.29227 -3.90937 0.0 0.0 0.0 0.39
H -4.32129 -3.09908 -1.90204 0.0 0.0 0.0 0.36
H -3.76835 -2.58278 -0.31759 0.0 0.0 0.0 0.35
H -3.15485 -4.09693 -1.02110 0.0 0.0 0.0 0.36
O 4.44080 0.35062 1.79460 0.0 0.0 0.0 -0.72
Se 3.30004 0.12885 0.68361 0.1 0.0 -0.1 1.16
O 3.76342 -0.04013 -0.85991 0.0 0.0 0.1 -0.68
O 2.29484 -1.16841 1.09224 0.0 0.0 -0.1 -0.76
O 2.13695 1.34870 0.72952 -0.1 0.0 -0.1 -0.73
Se -2.46687 1.29431 -0.98002 -0.2 0.2 -0.1 0.24
N -0.70013 1.28128 -0.97933 0.2 -0.3 0.2 -0.19
C -0.26885 2.10494 -1.91208 0.1 0.0 0.0 1.04
C 1.10703 2.35765 -2.20913 0.1 0.1 -0.1 -0.31
C 1.37983 3.22496 -3.21227 0.0 0.0 0.0 -0.84
C 0.34363 3.88292 -3.96374 -0.1 0.0 0.0 -0.55
C -0.96777 3.67549 -3.70552 0.0 0.0 0.0 -0.75
C -1.31699 2.76637 -2.65463 -0.2 0.1 0.0 0.44
N -2.55468 2.47438 -2.29854 0.0 -0.1 0.0 -0.83
H 1.89220 1.88727 -1.62810 0.0 0.0 0.1 0.48
H 2.41212 3.43832 -3.45619 0.0 0.0 0.0 0.46
H 0.63080 4.56454 -4.75358 0.0 0.0 0.0 0.37
H -1.75686 4.16540 -4.25823 0.0 0.0 0.0 0.47

86
Properties=species:S:1:pos:R:3:forces:R:3:mulliken_charge:R:1 method="wB97M-V/def2-TZVPD" mol_weight_g_mol=687.476 largest_force_ev_per_a=0.54 energy_ha=-2890.84472 e_homo_ha=-0.2036 relative_energy_ev=0.000 gap_ev=5.72 multiplicity=1
Cd -0.32058 -0.10709 -0.14400 0.4 -0.3 0.2 2.24
C 6.04566 -1.77392 1.93362 -0.2 0.0 0.0 -1.18
C 5.82548 -0.53749 1.08272 0.0 0.0 0.2 0.54
C 6.16976 0.75052 1.81063 -0.2 0.0 0.0 -1.12
O 4.46421 -0.51883 0.54816 0.1 0.0 0.0 -0.26
P 3.09750 -0.14590 1.22713 0.3 0.2 0.0 -0.94
O 1.97410 -0.86775 0.59100 -0.1 0.0 -0.2 -0.69
C 2.90043 1.63339 1.04049 -0.1 -0.1 -0.1 -0.24
P 1.42396 2.17179 1.93773 0.0 0.1 -0.1 0.17
O 0.44778 1.06956 2.00556 -0.1 0.0 -0.1 -1.02
O 1.91883 2.60475 3.36579 -0.1 0.1 0.1 -0.09
C 2.71529 3.79883 3.61392 0.0 0.0 0.0 0.76
C 1.81024 4.89047 4.14294 -0.1 0.0 0.0 -1.54
C 3.80219 3.39883 4.58460 0.1 -0.1 0.1 -1.21
O 0.98293 3.52218 1.27429 0.0 0.0 0.0 -0.20
C 0.44228 3.59272 -0.09707 -0.1 0.0 -0.2 1.49
C -0.97577 4.10939 -0.00779 0.0 0.1 0.1 -1.34
C 1.36490 4.48105 -0.90161 0.1 0.1 0.1 -1.69
O 3.27943 -0.40296 2.76604 -0.2 -0.1 0.2 0.44
C 2.28083 -1.14102 3.57415 0.0 -0.1 0.0 1.05
C 2.52773 -2.62822 3.42652 0.1 0.0 -0.1 -1.38
C 2.43771 -0.64070 4.98993 0.1 0.1 0.0 -1.35
H 7.11088 -1.88775 2.14377 0.0 0.0 0.0 0.50
H 5.69830 -2.66451 1.40571 0.0 0.1 0.0 0.31
H 5.50747 -1.69185 2.87903 0.0 0.0 0.0 0.08
H 6.43131 -0.61237 0.18508 0.0 0.0 -0.1 0.40
H 5.53165 0.87707 2.69024 0.1 0.0 0.0 0.05
H 6.06178 1.61663 1.15321 0.0 -0.1 0.0 0.29
H 7.20605 0.70822 2.14858 0.0 0.0 0.0 0.52
H 2.76261 1.81983 -0.02985 0.1 0.0 0.0 0.37
H 3.77513 2.17917 1.39566 0.0 0.0 -0.1 0.42
H 3.16416 4.12386 2.67027 0.0 0.0 0.0 0.32
H 1.33623 4.56038 5.07088 0.0 0.0 -0.1 0.33
H 1.03270 5.12785 3.41630 0.0 0.0 0.0 0.30
H 2.39351 5.79177 4.34455 0.0 -0.1 0.0 0.40
H 3.36002 3.09329 5.53670 0.0 0.0 -0.1 0.31
H 4.47056 4.24307 4.76407 0.0 0.0 0.0 0.45
H 4.38715 2.56243 4.19190 0.0 0.1 0.0 0.12
H 0.42839 2.58650 -0.52569 0.0 -0.1 0.0 -0.29
H -1.00710 4.97600 0.65852 0.0 0.0 -0.1 0.40
H -1.64421 3.32386 0.34982 0.1 0.0 0.0 -0.03
H -1.31518 4.41519 -1.00033 0.0 0.0 0.1 0.43
H 1.33983 5.50063 -0.50758 0.0 0.0 0.0 0.35
H 1.03947 4.49712 -1.94360 0.0 0.0 0.1 0.42
H 2.39684 4.11988 -0.86693 -0.1 0.0 0.0 0.33
H 1.29494 -0.88303 3.19170 0.0 0.1 -0.1 0.00
H 3.51854 -2.89558 3.80409 -0.1 0.0 0.0 0.32
H 2.44910 -2.93335 2.38059 0.0 0.0 0.1 0.26
H 1.77763 -3.17653 4.00006 0.0 0.0 0.0 0.46
H 3.45847 -0.81865 5.34086 -0.1 0.0 0.0 0.30
H 1.74514 -1.17325 5.64447 0.0 0.0 0.0 0.43
H 2.22127 0.42740 5.04319 0.0 -0.1 0.0 0.14
C 2.07846 -4.35873 -1.09135 0.1 0.0 0.1 -1.06
C 0.94628 -3.50621 -1.62389 -0.2 0.1 0.0 -0.04
O 0.43730 -2.62745 -0.61542 0.0 0.0 0.1 -0.44
H 2.45398 -5.02253 -1.87502 0.0 0.0 0.1 0.41
H 1.74152 -4.96726 -0.24854 0.0 0.0 -0.1 0.27
H 2.90801 -3.72673 -0.75382 0.0 -0.1 0.0 0.23
H 0.11080 -4.12329 -1.94242 -0.1 0.0 0.0 0.34
H 1.27736 -2.93471 -2.49300 0.0 0.1 0.0 0.14
H 1.20296 -2.19965 -0.20268 0.1 -0.2 0.0 0.52
Cl -1.27958 -2.23206 -5.05184 0.0 0.0 0.0 -0.30
C -1.51230 -0.95209 -3.87530 -0.1 0.0 -0.1 0.19
C -2.78934 -0.30208 -3.75783 0.0 0.0 0.0 -0.11
C -2.95357 0.69936 -2.88185 0.1 0.0 0.0 -1.19
C -1.85481 1.16389 -1.96101 -0.1 0.0 0.1 1.50
N -0.52423 0.54829 -2.27321 -0.1 0.1 0.1 -1.15
C -0.46473 -0.47131 -3.16403 0.0 0.1 0.1 -0.68
H -3.59990 -0.60690 -4.41103 0.0 0.0 0.0 0.40
H -3.89165 1.24115 -2.84748 0.0 -0.1 0.0 0.40
H -1.73024 2.24502 -2.12670 0.0 0.1 0.0 -0.16
H 0.52163 -0.90475 -3.31629 0.0 0.0 0.1 0.50
C -3.94623 -0.69574 -0.25384 0.0 0.1 0.0 -1.64
C -3.31835 0.64244 0.18195 0.0 0.2 -0.1 1.18
C -4.37023 1.76108 0.06277 0.0 0.0 0.0 -1.53
C -2.97985 0.51446 1.67080 0.1 0.1 0.0 -1.67
N -2.06276 1.02908 -0.47751 -0.1 -0.5 -0.1 -0.22
H -4.68810 -1.01857 0.48679 0.0 0.0 -0.1 0.49
H -3.17258 -1.46370 -0.32889 0.0 0.0 0.0 0.20
H -4.43695 -0.62736 -1.22190 0.0 0.0 0.0 0.37
H -5.27479 1.50852 0.62821 0.1 0.0 -0.1 0.44
H -4.66068 1.92885 -0.97558 0.0 0.0 0.0 0.27
H -3.95950 2.69637 0.45704 -0.1 -0.1 0.0 0.30
H -3.88752 0.42439 2.27291 0.0 0.0 0.0 0.52
H -2.41013 1.38507 2.00523 0.0 0.0 0.0 0.17
H -2.36765 -0.37800 1.84730 0.0 0.0 0.0 0.24

16
Properties=species:S:1:pos:R:3:forces:R:3:mulliken_charge:R:1 method="wB97M-V/def2-TZVPD" mol_weight_g_mol=106.190 largest_force_ev_per_a=1.77 energy_ha=-631.76956 e_homo_ha=-0.3070 smiles="C=CO.CSC" relative_energy_ev=1.500 gap_ev=9.22 multiplicity=1
C -2.35130 0.47919 -0.64648 0.3 -0.7 -1.5 -0.84
C -1.48472 -0.52062 -0.46331 -0.8 0.2 0.7 -0.01
O -1.55834 -1.35571 0.64842 -1.0 0.9 -1.2 -0.46
H -2.31674 0.89482 -1.64769 0.0 0.4 0.2 0.23
H -3.25569 0.68161 -0.09111 0.2 0.0 0.5 0.31
H -0.74404 -0.75324 -1.21409 0.3 -0.1 0.3 0.46
H -2.50416 -1.16788 0.82418 0.7 -0.8 0.9 0.28
C 1.61521 -1.12667 0.75966 0.6 0.4 0.0 -0.73
S 2.56306 -0.00530 -0.31752 0.6 -0.2 0.2 -0.09
C 1.61251 1.50780 -0.18121 -1.2 -0.2 -0.6 -0.51
H 0.82922 -1.64282 0.22448 -0.1 0.0 0.1 0.18
H 1.23064 -0.53778 1.58774 -0.2 -0.2 0.1 0.27
H 2.32333 -1.84916 1.15773 0.0 -0.1 0.0 0.34
H 1.67661 2.00792 -1.14708 0.1 0.1 0.1 0.29
H 0.58421 1.14896 -0.10156 -0.1 0.4 0.0 -0.02
H 1.78020 2.23887 0.60784 0.5 -0.4 0.2 0.31